# 1
Below is a structure of composition C16H32IInO32S8, with properties calculated with ωB97M-V/def2-TZVPD.

CARTESIAN COORDINATES (ANGSTROEM)
In 10.043 -17.388 4.196
I 10.755 -13.681 3.000
C 14.913 -15.285 0.517
C 14.830 -14.295 1.741
O 14.760 -15.071 2.842
S 14.387 -16.683 2.665
O 13.005 -16.936 3.205
O 15.407 -17.567 3.131
O 14.261 -16.482 0.957
H 15.942 -15.624 0.398
H 14.732 -14.841 -0.462
H 13.935 -13.676 1.806
H 15.661 -13.589 1.739
C 15.303 -16.342 8.887
C 16.313 -16.615 7.711
O 15.516 -16.438 6.547
S 14.167 -15.427 6.689
O 13.003 -15.961 6.025
O 14.696 -14.075 6.616
O 14.084 -15.959 8.328
H 15.648 -15.646 9.651
H 15.188 -17.273 9.443
H 16.428 -17.694 7.808
H 17.234 -16.050 7.855
C 4.054 -14.963 0.227
C 4.524 -16.009 -0.774
O 5.707 -16.610 -0.298
S 5.639 -16.582 1.352
O 7.031 -16.343 1.869
O 4.910 -17.746 1.834
O 4.794 -15.184 1.466
H 2.997 -14.974 0.494
H 4.388 -14.042 -0.250
H 4.790 -15.582 -1.741
H 3.774 -16.791 -0.896
C 6.389 -12.506 3.102
C 7.144 -11.847 4.341
O 6.828 -12.713 5.463
S 6.534 -14.297 4.927
O 5.773 -15.089 5.858
O 7.790 -14.920 4.391
O 5.729 -13.636 3.666
H 7.033 -13.034 2.399
H 5.832 -11.783 2.505
H 6.890 -10.792 4.447
H 8.218 -11.685 4.249
C 10.643 -14.648 -1.300
C 11.971 -15.170 -0.773
O 11.860 -16.552 -0.688
S 10.379 -17.006 -0.389
O 10.240 -17.409 1.031
O 9.813 -17.893 -1.401
O 9.762 -15.579 -0.650
H 10.534 -14.766 -2.378
H 10.244 -13.676 -1.012
H 12.178 -14.854 0.250
H 12.756 -14.881 -1.472
C 15.904 -11.314 5.870
C 14.935 -11.596 4.661
O 14.328 -10.331 4.423
S 15.309 -9.090 4.559
O 14.762 -7.854 5.185
O 16.153 -9.075 3.383
O 16.154 -9.862 5.745
H 16.748 -12.003 5.911
H 15.304 -11.262 6.779
H 14.099 -12.292 4.721
H 15.668 -11.792 3.877
C 11.613 -9.652 3.550
C 10.419 -9.513 2.603
O 9.247 -9.512 3.360
S 9.552 -8.835 4.856
O 8.603 -9.403 5.819
O 9.827 -7.407 4.916
O 11.037 -9.599 4.946
H 12.430 -8.968 3.319
H 12.013 -10.664 3.491
H 10.290 -10.447 2.056
H 10.323 -8.710 1.872
C 11.066 -11.918 7.438
C 11.783 -12.727 8.537
O 11.575 -14.012 7.932
S 10.006 -14.296 7.329
O 9.153 -14.297 8.431
O 9.914 -15.266 6.247
O 10.197 -12.748 6.673
H 11.796 -11.566 6.710
H 10.551 -11.013 7.761
H 11.302 -12.881 9.503
H 12.848 -12.516 8.626

Force components x, y, z for each atom (eV/Å):
0.012 0.079 -0.253
-0.533 -0.274 0.524
2.049 0.178 1.697
-0.344 0.365 -2.782
0.438 -3.122 3.209
-3.051 0.654 -0.728
3.497 1.168 -1.847
-0.656 1.405 -1.003
-0.869 -0.549 1.713
0.442 0.493 0.209
-1.265 -0.487 0.192
-0.586 0.331 -0.756
0.297 -0.326 0.237
1.217 -0.178 0.429
-1.920 -0.611 1.763
-1.117 1.234 -2.186
3.465 -2.649 4.272
1.753 1.238 0.363
-1.717 -1.372 -0.438
-1.950 1.597 -2.088
0.052 0.522 -0.426
-0.569 -0.069 -0.220
0.819 0.190 -0.631
-0.173 0.145 -0.860
0.600 0.401 0.000
-1.115 -1.067 -0.850
0.678 0.185 2.524
2.530 -0.719 0.552
-3.852 -0.402 -1.357
1.004 2.404 -0.779
0.708 -1.352 -0.605
0.140 -0.026 -0.389
-0.304 0.536 0.910
-0.270 0.027 0.109
-0.043 0.004 -0.207
2.464 -0.684 0.709
-0.736 -0.977 -0.856
0.785 -1.117 -0.188
0.977 1.905 -1.370
0.968 1.903 -1.815
-1.736 1.620 0.927
-1.488 -1.682 1.205
0.724 0.693 -0.195
-0.976 -0.457 0.657
-0.933 -0.237 0.920
0.682 -0.892 -0.188
-0.692 -0.990 0.288
0.342 1.732 -0.464
0.321 -1.453 -0.566
-2.794 -2.707 0.226
0.574 1.364 -2.702
1.854 1.536 2.110
-1.176 0.207 0.806
0.187 -0.050 -0.049
0.714 0.099 0.107
0.137 0.677 0.178
0.221 -0.311 0.308
-2.869 1.441 0.183
1.945 0.822 0.377
-1.953 0.897 -0.586
2.534 1.121 2.339
0.849 -4.047 -2.377
-1.506 0.480 1.057
0.603 -0.063 -0.771
0.207 0.701 -0.082
0.359 -0.965 0.269
0.555 -0.198 0.404
-0.585 -0.357 -0.710
-0.556 -0.383 0.980
-0.330 -0.876 -1.243
-1.327 1.365 2.822
0.637 0.345 1.779
2.007 0.592 -2.392
-0.805 -2.646 -1.043
-0.696 0.820 -1.635
-0.324 0.355 0.694
0.028 0.143 0.038
0.415 0.013 -0.424
0.861 0.319 0.303
0.528 1.630 0.157
-2.036 -1.185 -0.945
-0.073 -4.032 -0.908
4.851 3.504 -0.726
-1.415 -0.366 0.646
0.643 1.600 1.634
-2.039 -1.735 -0.413
0.229 -0.078 0.018
-0.342 -0.283 0.209
-0.018 1.151 0.167
-0.166 -0.218 -0.173

Output
E ... -182553.5830 eV
Kohn-Sham gap ... 2.5 eV
Net charge ... +2

Atom charges from the Löwdin analysis, given in e for atoms 1 to 5:
1 In 1.1335
2 I 0.8344
3 C -0.1427
4 C -0.2140
5 O -0.2110

---

# 2
Below is a structure of composition C16H32NPPtSi, with properties calculated with ωB97M-V/def2-TZVPD.

CARTESIAN COORDINATES (ANGSTROEM)
C 0.411 3.375 -3.551
C -0.875 2.883 -3.265
C -1.039 1.838 -2.335
C 0.093 1.292 -1.720
C 1.390 1.761 -2.028
C 1.532 2.819 -2.929
C -2.431 1.370 -2.019
C -2.564 -0.083 -1.561
N -2.201 -1.130 -2.465
Pt -0.155 -0.230 -0.263
C 2.574 1.077 -1.393
P 2.020 -0.577 -0.875
H -1.770 3.302 -3.736
H 2.542 3.211 -3.131
H 0.520 4.183 -4.288
H 2.934 1.634 -0.518
H 3.423 0.992 -2.092
H -2.847 2.003 -1.207
H -3.080 1.522 -2.902
H -1.936 -0.282 -0.611
C 3.275 -1.286 0.164
C 2.037 -1.483 -2.421
H -3.588 -0.260 -1.208
C -1.462 -0.961 -3.689
C -2.998 -2.316 -2.419
H 0.658 -1.190 0.802
H -2.009 -1.465 -4.509
H -1.273 0.083 -3.978
H -0.505 -1.490 -3.568
H -3.229 -2.680 -3.425
H -2.441 -3.109 -1.902
H -3.958 -2.167 -1.883
H 3.063 -1.658 -2.747
H 1.544 -2.449 -2.269
H 1.511 -0.956 -3.204
H 4.258 -1.259 -0.337
H 3.354 -0.773 1.110
H 3.025 -2.329 0.358
H -0.918 -1.267 0.777
C -2.348 0.823 2.245
Si -0.659 1.335 1.513
C -0.796 3.129 0.872
C 0.622 1.353 2.937
H -3.125 0.858 1.464
H -2.623 1.518 3.057
H -2.285 -0.200 2.642
H -1.014 3.798 1.726
H 0.155 3.433 0.407
H -1.601 3.223 0.126
H 0.292 2.058 3.719
H 0.721 0.350 3.383
H 1.607 1.681 2.566

Force components x, y, z for each atom (eV/Å):
-0.144 0.579 -0.576
-1.059 -1.299 1.293
-0.785 2.405 -2.039
-0.794 -2.133 1.640
1.447 1.511 -1.371
1.256 -0.884 1.112
-0.273 -0.296 -0.311
-0.851 1.085 0.974
-1.228 0.191 -1.383
3.174 -0.428 0.975
0.166 0.234 -0.241
0.283 0.691 -0.410
0.447 -0.014 0.022
-0.650 -0.182 -0.034
0.034 -0.391 0.410
-0.137 -0.020 -0.021
-0.236 0.084 0.214
0.142 -0.415 -0.345
0.211 0.060 0.395
-1.494 0.076 -0.698
0.744 -0.445 -0.206
0.182 -0.912 -0.017
0.165 -0.014 -0.247
0.380 -0.016 -0.721
-0.901 -1.057 0.471
-0.965 0.660 -0.163
0.294 0.272 0.420
-0.094 -0.392 0.450
-0.152 0.126 -0.079
0.209 0.099 0.169
0.014 0.010 0.042
0.758 0.045 -0.173
0.071 -0.038 -0.026
0.158 0.065 -0.061
-0.094 0.317 -0.080
-0.364 0.013 0.119
-0.072 0.239 0.288
-0.009 -0.058 0.031
-0.049 -0.402 -0.408
0.371 -0.086 -0.489
0.068 1.436 1.901
0.050 -0.533 -0.109
-0.197 -0.182 -0.576
0.060 -0.038 0.350
0.130 -0.244 -0.329
-0.152 0.293 -0.035
0.091 -0.253 -0.401
-0.280 0.087 0.148
0.236 0.181 0.264
0.100 -0.258 -0.285
0.029 0.348 -0.069
-0.289 -0.114 0.217

Output
E ... -38993.3573 eV
Spin multiplicity ... 5
Kohn-Sham gap (alpha / beta) ... 5.9 / 5.3 eV
Net charge ... +2

Atom charges from the Löwdin analysis, given in e for atoms 1 to 5:
1 C 0.0443
2 C 0.0334
3 C -0.2639
4 C -0.2164
5 C -0.2650

---

# 3
Below is a structure of composition C16H32O2P2V, with properties calculated with ωB97M-V/def2-TZVPD.

CARTESIAN COORDINATES (ANGSTROEM)
P -0.266 -1.513 -5.644
P 0.271 1.854 -5.330
C -0.422 -0.390 -7.118
C 0.396 0.911 -7.017
H -1.497 -0.175 -7.260
H -0.097 -0.984 -7.989
H 1.465 0.740 -7.235
H 0.035 1.633 -7.773
C -1.381 2.543 -5.626
H -1.611 3.210 -4.796
H -2.156 1.770 -5.684
H -1.380 3.107 -6.563
C 1.360 3.246 -5.672
H 0.974 3.820 -6.520
H 2.377 2.901 -5.885
H 1.369 3.880 -4.782
C -1.269 -2.944 -6.135
H -1.222 -3.686 -5.328
H -0.874 -3.384 -7.064
H -2.316 -2.641 -6.285
C 1.417 -2.125 -5.924
H 2.161 -1.327 -5.884
H 1.492 -2.621 -6.893
H 1.651 -2.838 -5.133
V 0.105 0.174 -1.174
C 0.594 1.925 -3.226
C -0.771 1.528 -2.747
C -1.574 0.449 -3.425
C -1.912 -0.805 -2.611
C -0.729 -1.673 -2.364
C 0.603 -1.457 -2.721
C 1.356 -0.407 -3.432
C 1.672 0.973 -2.737
C 0.570 -1.384 0.237
H 0.884 3.001 -3.138
H -1.429 2.367 -2.453
H -1.112 0.083 -4.367
H -2.546 0.836 -3.796
H -2.451 -0.562 -1.665
H -2.700 -1.339 -3.184
H -0.925 -2.512 -1.672
H 1.251 -2.255 -2.349
H 0.886 -0.103 -4.404
H 2.343 -0.798 -3.778
H 1.868 0.819 -1.633
H 2.675 1.239 -3.126
H 1.448 -0.983 0.778
H 0.748 -2.423 -0.079
H -0.355 -1.288 0.850
O -0.713 2.345 2.186
C -0.932 1.708 1.168
O -0.019 1.112 0.436
H -1.971 1.559 0.766

Force components x, y, z for each atom (eV/Å):
-0.483 0.191 -0.548
0.389 -0.507 -1.945
-0.084 -0.382 -0.267
0.253 0.169 0.334
0.405 0.000 0.093
-0.123 0.411 -0.020
-0.383 -0.044 0.204
0.203 -0.191 0.309
-0.255 0.218 0.366
-0.244 0.065 -0.029
0.333 0.178 0.048
0.129 -0.033 0.152
0.028 0.565 -0.462
0.270 0.047 0.021
-0.170 0.073 0.062
0.149 0.110 -0.338
0.051 -0.317 -0.602
-0.070 0.131 -0.213
-0.299 -0.086 0.176
0.306 -0.122 0.084
0.307 -0.402 -0.291
-0.161 -0.056 -0.042
0.102 -0.111 -0.039
0.115 -0.072 -0.045
0.556 -1.755 1.001
-2.201 -0.271 2.152
0.268 1.588 0.215
-0.913 0.142 -0.451
-0.810 0.074 -0.884
1.456 0.485 0.269
-1.375 -1.546 1.002
1.384 0.817 -1.449
0.691 -1.057 -2.522
0.096 0.248 -0.158
-0.501 -0.854 0.316
0.596 -0.181 -0.330
0.018 0.309 0.733
0.276 0.130 0.491
0.476 0.004 -0.305
0.387 -0.151 0.137
0.362 0.367 -0.659
-0.173 0.248 0.007
0.301 -0.333 1.067
-0.696 -0.102 0.684
-0.179 0.646 -0.242
-0.465 0.114 0.453
-0.525 -0.365 0.156
-0.070 0.173 0.232
0.673 -0.376 0.039
-0.448 -0.470 -0.828
0.867 0.074 0.056
-1.070 2.034 1.490
0.248 0.173 0.322

Output
E ... -65464.4371 eV
Spin multiplicity ... 4
Kohn-Sham gap (alpha / beta) ... 5.9 / 6.3 eV

Atom charges from the Löwdin analysis, given in e for atoms 1 to 5:
1 P 0.8620
2 P 0.9536
3 C -0.3987
4 C -0.3333
5 H 0.0808

---

# 4
Below is a structure of composition C16H33AlN4OSi3, with properties calculated with ωB97M-V/def2-TZVPD.

CARTESIAN COORDINATES (ANGSTROEM)
Al 0.984 0.670 0.113
N -0.194 3.650 2.450
C -0.715 4.267 1.332
C -0.369 3.495 0.271
N 0.362 2.420 0.731
C 0.444 2.549 2.054
C 1.185 1.507 2.738
N 1.668 0.550 1.950
C 2.368 -0.315 2.759
C 2.296 0.134 4.039
N 1.542 1.288 4.004
H -0.297 3.985 3.397
H -1.274 5.184 1.397
H -0.586 3.638 -0.773
H 2.873 -1.184 2.374
H 2.706 -0.250 4.957
H 1.320 1.856 4.808
C 3.644 -0.213 -1.164
O 2.240 -0.243 -0.802
Si 1.052 -1.603 -1.196
C 1.367 -1.938 -2.992
C 1.625 -3.053 -0.190
C -0.340 -0.563 -0.569
Si -1.590 -1.281 0.671
C -2.876 -2.286 -0.237
C -0.770 -2.378 1.960
C -2.409 0.128 1.634
Si -1.162 0.422 -1.981
C -2.636 1.419 -1.396
C 0.170 1.621 -2.630
C -1.760 -0.616 -3.413
H 3.728 -0.087 -2.241
H 4.107 -1.148 -0.855
H 4.120 0.620 -0.654
H 2.371 -2.357 -3.097
H 1.292 -1.058 -3.629
H 0.673 -2.688 -3.377
H 2.551 -3.457 -0.604
H 0.887 -3.858 -0.232
H 1.780 -2.824 0.864
H -2.421 -3.084 -0.829
H -3.483 -1.678 -0.912
H -3.559 -2.760 0.472
H -0.615 -3.398 1.606
H -1.433 -2.443 2.826
H 0.192 -2.006 2.324
H -3.391 0.382 1.234
H -1.827 1.055 1.635
H -2.556 -0.174 2.673
H -2.468 2.060 -0.530
H -3.480 0.768 -1.161
H -2.954 2.055 -2.228
H 0.826 2.128 -1.905
H -0.311 2.433 -3.184
H 0.842 1.126 -3.333
H -2.322 -1.485 -3.064
H -0.974 -0.968 -4.079
H -2.446 -0.015 -4.016

Force components x, y, z for each atom (eV/Å):
-0.494 -0.229 0.354
0.017 -0.070 -0.032
-0.033 0.006 0.002
0.032 0.049 -0.038
0.125 0.150 -0.193
0.063 0.063 0.023
0.075 -0.058 -0.021
-0.042 0.058 0.085
0.015 -0.032 -0.010
0.011 0.000 0.022
-0.004 0.006 -0.033
-0.001 0.010 0.014
0.003 -0.005 -0.015
0.009 0.001 0.023
-0.014 -0.001 -0.001
0.002 -0.007 -0.014
-0.003 0.008 0.014
-0.027 0.009 0.026
0.037 0.033 -0.064
0.143 -0.037 -0.144
-0.026 0.026 0.070
0.030 0.069 -0.012
0.019 -0.056 -0.059
-0.043 -0.044 0.011
0.004 0.056 0.054
0.047 0.006 -0.039
0.057 0.019 -0.054
0.008 -0.063 -0.017
0.049 0.021 0.029
-0.012 0.058 -0.056
0.003 0.008 0.056
0.007 0.000 0.002
0.004 0.001 -0.008
0.008 -0.005 -0.002
-0.003 0.009 -0.008
0.002 -0.010 0.006
-0.026 -0.006 0.030
0.008 0.020 0.006
-0.013 0.012 -0.038
-0.012 -0.005 -0.029
0.022 0.002 0.010
0.006 -0.003 0.009
-0.002 0.007 0.010
0.019 0.019 -0.012
-0.034 -0.021 -0.014
-0.053 0.032 0.006
0.006 -0.008 -0.019
-0.003 -0.031 0.016
-0.007 -0.011 0.006
-0.001 -0.054 -0.026
0.013 -0.008 -0.006
0.000 0.008 0.006
-0.014 -0.001 0.049
0.003 -0.007 -0.018
-0.010 -0.018 0.013
0.013 0.014 -0.001
0.015 0.004 0.036
0.001 0.008 -0.002

Output
E ... -55359.0762 eV
Kohn-Sham gap ... 8.3 eV
Net charge ... +2

Atom charges from the Löwdin analysis, given in e for atoms 1 to 5:
1 Al 0.2290
2 N 0.1811
3 C 0.0127
4 C -0.0417
5 N 0.0968